{
  "formula": "C22H24NO4STc",
  "method": "ωB97M-V/def2-TZVPD",
  "symbols": ["Tc", "S", "O", "O", "O", "O", "N", "C", "C", "C", "C", "C", "C", "C", "C", "C", "C", "C", "C", "C", "C", "C", "C", "C", "C", "C", "C", "C", "C", "H", "H", "H", "H", "H", "H", "H", "H", "H", "H", "H", "H", "H", "H", "H", "H", "H", "H", "H", "H", "H", "H", "H", "H"],
  "coordinates": [[-0.007, 0.121, 0.217], [-0.561, -1.012, 3.504], [-1.954, -1.000, 3.736], [0.502, -3.232, 0.437], [-0.114, -0.964, -1.961], [0.274, 0.005, 4.018], [-0.185, -1.390, 1.710], [-1.654, -0.578, -3.845], [-1.381, 1.215, 1.475], [1.824, 1.420, -0.473], [0.556, 0.638, -3.765], [0.426, -4.456, 5.457], [-2.319, 0.090, -0.337], [0.417, -2.338, -2.360], [0.212, -2.721, 1.529], [1.519, 1.482, 0.925], [0.292, -3.429, 2.842], [2.301, 0.096, -0.771], [0.496, -1.957, -3.824], [2.272, -0.665, 0.428], [-1.182, 2.012, 0.308], [0.002, -2.632, 3.938], [1.778, 0.182, 1.484], [0.745, -5.269, 4.353], [0.039, -3.124, 5.250], [-1.742, 1.310, -0.815], [-0.195, -0.630, -3.433], [0.687, -4.768, 3.052], [-2.121, 0.042, 1.076], [0.080, 1.506, -3.277], [0.937, -5.393, 2.195], [-0.722, 3.004, 0.274], [-2.063, 0.437, -3.716], [1.360, -2.524, -1.825], [1.041, -6.302, 4.530], [1.524, -1.817, -4.170], [2.546, -1.716, 0.537], [-0.353, -3.067, -2.073], [-1.748, -0.848, -4.909], [1.783, 2.259, -1.177], [1.244, 2.373, 1.496], [1.700, -0.073, 2.537], [-0.222, -2.470, 6.086], [0.532, 0.804, -4.854], [0.470, -4.852, 6.474], [2.649, -0.261, -1.745], [-1.802, 1.707, -1.835], [-2.250, -1.279, -3.243], [-2.478, -0.751, 1.731], [-2.828, -0.680, -0.925], [1.602, 0.575, -3.437], [-1.129, 1.500, 2.499], [-0.083, -2.599, -4.493]],
  "forces_ev_per_a": [[-2.4, -1.7, 1.8], [2.8, -6.2, -3.5], [-2.4, 1.3, 0.4], [0.0, 0.3, -0.8], [0.8, -1.8, -2.3], [0.6, 2.3, 0.8], [-0.4, -0.2, 1.4], [-0.3, 0.2, -0.2], [-0.8, -0.1, 0.4], [1.5, 0.6, -0.4], [0.0, 0.3, 0.0], [-0.4, 0.9, 1.0], [-0.2, 0.2, 0.6], [-0.5, 0.9, 1.4], [-0.2, -0.7, 3.1], [1.4, 0.2, -0.2], [0.3, 0.3, -3.3], [-0.2, 0.4, 0.7], [-0.1, 0.4, 0.3], [0.8, 0.5, -0.1], [-0.9, 0.7, -0.9], [-0.5, 1.2, 2.5], [1.1, 0.6, -0.3], [0.2, -0.1, -1.6], [0.2, 0.0, -0.6], [0.4, 0.7, 0.0], [-0.1, -0.3, 0.8], [0.1, -0.7, 1.0], [-0.8, 0.6, -1.0], [0.2, -0.3, -0.1], [-0.1, 0.1, 0.2], [-0.2, -0.5, 0.0], [0.0, -0.4, 0.0], [-0.5, -0.1, -0.2], [0.0, 0.1, -0.1], [-0.2, -0.1, -0.1], [-0.3, 0.5, -0.1], [0.5, 0.1, -0.1], [0.0, 0.1, 0.3], [-0.1, -0.5, 0.3], [0.1, -0.5, -0.3], [0.1, 0.2, -0.6], [0.1, -0.2, -0.2], [0.0, -0.1, 0.3], [0.0, 0.1, -0.3], [-0.3, 0.1, 0.5], [0.1, -0.3, 0.5], [0.2, 0.2, -0.2], [0.2, 0.5, -0.4], [0.4, 0.4, 0.3], [-0.3, 0.1, -0.1], [-0.1, -0.2, -0.5], [0.2, 0.1, 0.0]],
  "multiplicity": 4,
  "total_charge": -1,
  "homo_lumo_gap_ev": [2.998, 6.718],
  "fmax_ev_per_a": 7.641,
  "e_homo_ev": [-0.500, -4.242],
  "total_energy_ha": -1687.26251,
  "lumo_energy_ev": [2.498, 2.476]
}

---

{
  "formula": "C56H49NO3RuS5Si",
  "method": "ωB97M-V/def2-TZVPD",
  "symbols": ["Ru", "S", "S", "S", "S", "S", "Si", "O", "O", "O", "N", "C", "C", "C", "C", "C", "C", "C", "C", "C", "C", "C", "C", "C", "C", "C", "C", "C", "C", "C", "C", "C", "C", "C", "C", "C", "C", "C", "C", "C", "C", "C", "C", "C", "C", "C", "C", "C", "C", "C", "C", "C", "C", "C", "C", "C", "C", "C", "C", "C", "C", "C", "C", "C", "C", "C", "C", "H", "H", "H", "H", "H", "H", "H", "H", "H", "H", "H", "H", "H", "H", "H", "H", "H", "H", "H", "H", "H", "H", "H", "H", "H", "H", "H", "H", "H", "H", "H", "H", "H", "H", "H", "H", "H", "H", "H", "H", "H", "H", "H", "H", "H", "H", "H", "H", "H"],
  "coordinates": [[0.154, 0.535, 0.872], [-0.468, 1.303, -2.305], [3.463, -3.809, 2.902], [1.480, 0.873, 3.250], [-1.869, 2.782, 0.073], [4.712, -0.470, 2.661], [-1.583, -3.486, 1.878], [1.248, -1.156, 0.900], [-1.293, 2.026, 1.292], [-1.037, 0.531, -1.119], [0.057, -3.537, 0.906], [3.686, 4.661, 0.584], [2.651, 3.872, -0.164], [-5.601, 1.658, 0.560], [1.249, -3.932, 1.675], [-5.730, 1.357, -5.467], [-5.065, 1.443, -4.278], [-4.040, 2.648, -6.566], [-7.196, 3.846, -2.618], [1.631, 4.510, -0.868], [1.562, -5.271, 2.033], [-7.547, 2.514, -0.660], [-1.934, 3.078, -5.382], [2.180, -3.014, 2.086], [-1.313, -4.372, 3.478], [-3.844, 2.159, -4.169], [0.206, -3.313, -1.530], [-0.390, -6.001, -1.892], [1.280, -1.405, 4.386], [4.050, -0.971, 0.247], [-3.112, 2.261, -2.913], [-2.495, 4.278, 0.791], [2.737, -5.339, 2.707], [-8.062, 3.296, -1.651], [-4.255, 1.709, 0.730], [-5.314, 2.640, -1.673], [-5.246, 2.015, -6.615], [5.892, -0.254, 1.445], [-3.902, 2.282, -1.645], [-3.427, 2.064, -0.353], [3.544, -0.995, 1.513], [-4.052, 7.950, 2.334], [-3.288, 2.671, -5.366], [-2.531, 4.473, 2.161], [-2.954, 5.249, -0.091], [-3.045, 5.664, 2.649], [1.701, -0.851, 3.223], [-0.018, -4.139, -0.441], [-1.850, -1.649, 2.062], [-1.722, 2.313, -3.093], [0.745, -0.444, 5.303], [-2.911, -4.230, 0.829], [-5.872, 3.513, -2.642], [0.753, 0.816, 4.808], [-0.324, -5.479, -0.609], [1.772, 1.748, -0.919], [0.668, 3.795, -1.565], [0.131, -3.844, -2.810], [2.171, -1.495, 1.926], [-0.162, -5.186, -2.992], [-3.469, 6.428, 0.416], [0.733, 2.414, -1.575], [2.712, 2.479, -0.203], [5.402, -0.532, 0.207], [-6.160, 2.231, -0.610], [-1.155, 2.759, -4.317], [-3.521, 6.654, 1.792], [-0.626, -7.048, -2.030], [1.900, 0.672, -1.021], [-6.639, 0.773, -5.527], [-5.238, 3.958, -3.395], [-0.524, -6.117, 0.241], [-5.460, 0.924, -3.418], [-3.611, 3.096, -7.453], [-2.839, -5.313, 0.736], [3.488, -1.295, -0.617], [-5.807, 1.974, -7.539], [-1.504, 3.495, -6.284], [3.511, 1.952, 0.309], [5.987, -0.451, -0.697], [-3.260, 8.701, 2.365], [-3.791, 1.495, 1.686], [-3.837, 7.186, -0.263], [-0.138, 4.310, -2.074], [0.964, -6.136, 1.797], [-0.075, 2.830, -4.396], [0.270, -2.525, 0.738], [-1.093, -1.176, 2.696], [-4.435, 7.830, 3.346], [-1.877, -1.173, 1.074], [0.306, -3.205, -3.665], [-2.825, -1.462, 2.519], [6.883, 0.079, 1.711], [1.577, 5.592, -0.856], [3.300, 5.631, 0.892], [-6.257, 1.327, 1.355], [-0.215, -5.600, -3.990], [4.557, 4.837, -0.050], [-3.865, -4.005, 1.318], [-2.152, -4.152, 4.144], [0.433, 1.727, 5.288], [-8.178, 2.143, 0.137], [-1.283, -5.455, 3.338], [-3.081, 5.827, 3.719], [4.027, 4.124, 1.469], [-2.942, -3.798, -0.173], [1.348, -2.463, 4.596], [-0.396, -4.069, 3.982], [0.380, -0.693, 6.289], [-7.583, 4.542, -3.350], [-2.925, 5.080, -1.163], [-9.116, 3.535, -1.670], [-2.160, 3.707, 2.829], [0.443, -2.266, -1.379], [-4.851, 8.343, 1.706], [3.224, -6.221, 3.090]],
  "forces_ev_per_a": [[-0.1, 0.0, -0.1], [0.0, 0.0, 0.1], [0.0, 0.1, 0.0], [0.1, 0.0, 0.1], [-0.1, 0.0, 0.0], [0.0, -0.1, 0.0], [0.0, 0.0, 0.0], [-0.1, 0.0, 0.0], [0.0, 0.0, 0.0], [0.0, 0.0, 0.0], [0.1, 0.0, -0.1], [0.0, 0.0, 0.0], [0.0, 0.0, 0.0], [0.0, 0.0, 0.0], [0.0, 0.1, 0.0], [0.0, 0.0, 0.0], [0.0, 0.0, 0.0], [0.0, 0.0, 0.0], [0.0, 0.0, 0.0], [0.0, 0.0, 0.0], [0.0, 0.0, 0.0], [0.0, 0.0, 0.0], [0.0, 0.0, 0.0], [-0.1, 0.0, -0.1], [0.0, 0.0, 0.0], [0.1, 0.0, 0.0], [0.0, 0.0, 0.0], [0.0, 0.0, 0.0], [0.0, 0.0, 0.0], [0.0, -0.1, 0.0], [0.0, 0.0, 0.0], [0.0, 0.0, 0.0], [0.0, 0.0, 0.0], [0.0, 0.0, 0.0], [0.0, 0.0, 0.0], [0.0, 0.0, 0.0], [0.0, 0.0, 0.0], [0.0, 0.1, 0.0], [0.0, 0.0, 0.0], [0.0, 0.0, 0.0], [0.0, 0.1, 0.1], [0.0, 0.0, 0.0], [0.0, 0.0, 0.0], [0.0, 0.0, 0.0], [0.0, 0.0, 0.0], [0.0, 0.0, 0.0], [0.1, 0.0, -0.1], [0.0, 0.0, 0.0], [0.0, 0.0, 0.0], [0.0, 0.0, 0.0], [0.0, 0.0, 0.0], [0.0, 0.1, 0.0], [0.0, 0.0, 0.0], [0.0, 0.0, 0.0], [0.0, 0.0, 0.0], [0.1, 0.0, 0.0], [0.0, 0.0, 0.0], [0.0, 0.0, 0.0], [0.0, 0.0, 0.0], [0.0, 0.0, 0.0], [0.0, 0.0, 0.0], [0.0, -0.1, 0.0], [0.0, 0.0, 0.0], [0.0, -0.1, -0.1], [0.0, 0.0, 0.0], [0.0, 0.0, 0.0], [0.0, 0.0, 0.0], [0.0, 0.0, 0.0], [0.0, 0.0, 0.0], [0.0, 0.0, 0.0], [0.0, 0.0, 0.0], [0.0, 0.0, 0.0], [0.0, 0.0, 0.0], [0.0, 0.0, 0.0], [0.0, 0.0, 0.0], [0.0, 0.0, 0.0], [0.0, 0.0, 0.0], [0.0, 0.0, 0.0], [0.0, 0.0, 0.0], [0.0, 0.0, 0.0], [0.0, 0.0, 0.0], [0.0, 0.0, 0.0], [0.0, 0.0, 0.0], [0.0, 0.0, 0.0], [0.0, 0.0, 0.0], [0.0, 0.0, 0.0], [0.0, 0.0, 0.1], [0.0, 0.0, 0.0], [0.0, 0.0, 0.0], [0.0, 0.0, 0.0], [0.0, 0.0, 0.0], [0.0, 0.0, 0.0], [0.0, 0.0, 0.0], [0.0, 0.0, 0.0], [0.0, 0.0, 0.0], [0.0, 0.0, 0.0], [0.0, 0.0, 0.0], [0.0, 0.0, 0.0], [0.0, 0.0, 0.0], [0.0, 0.0, 0.0], [0.0, 0.0, 0.0], [0.0, 0.0, 0.0], [0.0, 0.0, 0.0], [0.0, 0.0, 0.0], [0.0, 0.0, 0.0], [0.0, 0.0, 0.0], [0.0, 0.0, 0.0], [0.0, 0.0, 0.0], [0.0, 0.0, 0.0], [0.0, 0.0, 0.0], [0.0, 0.0, 0.0], [0.0, 0.0, 0.0], [0.0, 0.0, 0.0], [0.0, 0.0, 0.0], [0.0, 0.0, 0.0], [0.0, 0.0, 0.0]],
  "multiplicity": 5,
  "total_charge": 2,
  "homo_lumo_gap_ev": [6.865, 6.846],
  "fmax_ev_per_a": 0.161,
  "e_homo_ev": [-12.151, -12.154],
  "total_energy_ha": -4818.61706,
  "lumo_energy_ev": [-5.285, -5.308]
}

---

{
  "formula": "C3H12N2O",
  "method": "ωB97M-V/def2-TZVPD",
  "symbols": ["O", "N", "N", "C", "C", "C", "H", "H", "H", "H", "H", "H", "H", "H", "H", "H", "H", "H"],
  "coordinates": [[-1.997, 1.479, 2.799], [0.730, 1.254, -1.029], [-1.148, -0.522, 0.725], [0.287, -0.760, 0.352], [0.399, -0.204, -1.134], [1.573, -0.940, -1.746], [-1.784, -1.284, 0.576], [0.915, -0.101, 0.961], [1.474, -0.940, -2.857], [-2.188, 2.323, 2.401], [-0.595, -0.175, -1.571], [0.642, -1.757, 0.475], [-2.697, 0.834, 2.876], [1.483, -1.990, -1.460], [-1.160, 0.062, 1.550], [-0.083, 1.679, -0.614], [2.500, -0.398, -1.644], [1.647, 1.439, -0.658]],
  "forces_ev_per_a": [[1.5, -0.4, 0.7], [-0.9, -1.2, -1.6], [2.1, 0.5, 0.0], [-2.3, 1.8, -1.2], [2.2, 1.2, 2.6], [-1.6, -0.1, -2.8], [0.0, 0.0, 0.6], [-0.1, -0.2, 0.0], [-0.1, -0.1, 0.5], [-0.9, -0.1, -0.2], [0.2, -0.9, -0.4], [0.0, -1.0, 0.0], [-0.7, 0.6, -0.4], [0.9, 0.1, 0.1], [-0.9, -0.6, 0.1], [0.5, 0.6, 0.5], [0.4, -0.4, 0.9], [-0.3, 0.2, 0.5]],
  "multiplicity": 1,
  "homo_lumo_gap_ev": 9.082,
  "fmax_ev_per_a": 3.578,
  "e_homo_ev": -8.252,
  "total_energy_ha": -306.20185,
  "lumo_energy_ev": 0.830
}

---

{
  "formula": "C26H18N3O",
  "method": "ωB97M-V/def2-TZVPD",
  "symbols": ["O", "N", "N", "N", "C", "C", "C", "C", "C", "C", "C", "C", "C", "C", "C", "C", "C", "C", "C", "C", "C", "C", "C", "C", "C", "C", "C", "C", "C", "C", "H", "H", "H", "H", "H", "H", "H", "H", "H", "H", "H", "H", "H", "H", "H", "H", "H", "H"],
  "coordinates": [[-3.868, -3.244, 5.449], [4.246, 0.736, 1.979], [0.086, 4.337, 9.368], [-3.740, 1.662, 3.264], [-2.320, -0.440, 3.969], [-4.509, -2.226, 5.813], [1.292, -1.004, 2.803], [-8.453, -3.003, 7.391], [-0.368, 3.490, 8.701], [-2.185, 2.569, 7.331], [-0.648, 0.296, 6.819], [-0.152, 1.293, 7.647], [-6.599, -3.565, 5.939], [-7.780, -1.843, 7.797], [-0.372, 1.147, 3.424], [-1.919, 0.435, 6.261], [-0.844, -0.155, 3.582], [-2.668, 1.583, 6.470], [-3.936, -0.936, 5.756], [0.927, 1.379, 2.963], [1.775, 0.304, 2.697], [-0.910, 2.444, 7.879], [3.140, 0.544, 2.311], [-6.515, -1.541, 7.268], [-5.916, -2.401, 6.332], [-3.095, 0.776, 3.661], [-2.486, -0.725, 5.428], [-7.859, -3.865, 6.452], [0.009, -1.233, 3.303], [-2.881, -1.593, 3.081], [-3.816, -1.250, 2.627], [-9.434, -3.232, 7.805], [-0.069, -0.609, 6.618], [-1.012, 2.007, 3.638], [-5.967, -0.648, 7.576], [0.825, 1.173, 8.112], [-1.915, -1.630, 5.691], [-4.577, -0.095, 6.011], [1.928, -1.840, 2.501], [1.273, 2.403, 2.812], [-2.175, -1.851, 2.287], [-6.127, -4.253, 5.234], [-3.074, -2.466, 3.710], [-3.636, 1.718, 5.988], [-2.802, 3.436, 7.559], [-8.217, -1.172, 8.539], [-0.346, -2.259, 3.440], [-8.366, -4.777, 6.132]],
  "forces_ev_per_a": [[-0.1, -1.0, 0.0], [-2.3, -0.4, 0.8], [-0.9, -1.7, -1.4], [1.2, -1.3, 0.9], [1.2, 0.4, -1.7], [1.3, 1.9, -0.2], [-0.1, -0.2, 0.5], [0.3, 0.1, -0.1], [0.9, 1.7, 1.4], [-0.2, 0.0, -0.6], [-0.2, 0.3, 0.3], [0.3, -0.2, -0.2], [-0.2, 0.1, 0.1], [0.3, -0.2, -0.3], [0.5, 0.1, -0.3], [0.0, -1.1, -0.5], [-0.3, -0.1, -0.1], [0.1, 0.6, 0.7], [-1.5, -1.2, 0.6], [-0.3, 0.1, 0.4], [-0.3, 0.0, -0.2], [0.0, -0.2, 0.2], [2.1, 0.4, -1.0], [-0.2, -0.4, -0.3], [-0.2, -0.4, 0.2], [-1.4, 1.3, -1.4], [-0.4, 0.2, 1.8], [0.0, 0.5, 0.3], [0.2, 0.2, -0.2], [-0.2, 0.2, 0.0], [0.1, -0.3, 0.1], [0.2, 0.0, -0.1], [-0.2, 0.3, 0.1], [0.1, -0.4, -0.1], [-0.2, -0.3, 0.0], [-0.2, 0.2, -0.1], [-0.2, 0.1, -0.2], [0.3, 0.0, -0.1], [-0.2, 0.3, 0.3], [0.0, -0.3, 0.1], [-0.2, 0.1, 0.0], [0.0, 0.3, 0.2], [-0.1, 0.1, 0.0], [0.3, -0.1, 0.3], [0.2, -0.1, -0.1], [0.0, -0.2, -0.2], [0.1, 0.4, -0.1], [0.0, 0.3, 0.1]],
  "multiplicity": 1,
  "total_charge": -1,
  "homo_lumo_gap_ev": 6.117,
  "fmax_ev_per_a": 2.425,
  "e_homo_ev": -3.728,
  "total_energy_ha": -1241.12059,
  "lumo_energy_ev": 2.389
}

---

Relative energy (zero: lowest compared OMol25 entry of this formula, charge and spin) / kcal/mol: 1.49; 14.49; 26.41; 0.00